1.
An isolated molecule of C13H16F2 in a non-equilibrium geometry. Source: OMol25; level of theory: ωB97M-V with the def2-TZVPD basis set.

F_max: 7.1 eV/A
Charge: 0
2S+1: 1
Energy above the lowest of the compared OMol25 structures with the same formula, charge and spin: 0.0 kcal per mole
HOMO energy: -8.75 eV
Frontier orbital gap: 9.081 eV
Structure (SMILES): C#C[C@H]1C(F)=CC=C[C@]1(F)[C@H](C)CCC
Lowest unoccupied orbital energy: 0.01213 Eh

Atoms and positions in Å:
C (-3.698632, -1.616546, -1.750356)
C (-2.880595, -1.002604, -1.038641)
C (-1.898313, -0.112507, -0.566671)
C (-2.580077, 1.138282, -0.031828)
F (-3.483199, 1.697450, -0.907312)
C (-2.403719, 1.740256, 1.138420)
C (-1.435836, 1.216997, 2.046461)
C (-0.839915, -0.006669, 1.794945)
C (-0.914523, -0.785502, 0.582805)
F (-1.394798, -2.102576, 0.928914)
C (0.432307, -1.020671, -0.062732)
C (1.289781, -2.177832, 0.685661)
C (1.226030, 0.387985, -0.123482)
C (2.362973, 0.342998, -1.176469)
C (3.296798, 1.581117, -1.060753)
H (-4.387325, -2.259409, -2.104671)
H (-1.344788, 0.282872, -1.361771)
H (-2.851034, 2.657982, 1.502952)
H (-1.287156, 1.692247, 2.979751)
H (-0.235077, -0.466247, 2.452383)
H (0.547800, -1.217652, -1.166479)
H (1.349539, -1.726706, 1.708684)
H (0.938850, -3.144457, 0.826587)
H (2.220716, -2.416750, 0.185938)
H (1.743811, 0.791508, 0.852150)
H (0.406107, 1.090858, -0.321023)
H (2.114785, 0.180757, -2.179089)
H (2.925422, -0.516282, -0.884892)
H (3.517060, 1.827076, 0.001678)
H (4.261313, 1.362322, -1.457870)
H (3.001693, 2.581695, -1.493292)

Atoms 1-3, force components in eV/Å:
4.64 3.46 4.05
-3.92 -3.24 -4.00
0.18 0.86 3.78

=====

2.
A cluster of 2 separate species, C13H16F3N3O5PS in total in a non-equilibrium geometry. Source: OMol25; level of theory: ωB97M-V with the def2-TZVPD basis set.

F_max: 2.1 eV/A
Charge: +1
2S+1: 1
HOMO energy: -10.45 eV
Frontier orbital gap: 5.008 eV
Lowest unoccupied orbital energy: -0.20013 Eh

Atoms and positions in Å:
C (-1.692080, -2.897989, -0.201595)
C (-1.369991, -2.436308, -1.591202)
C (-0.253884, -3.136893, -2.274988)
N (-2.075208, -1.429710, -2.129525)
N (-1.526099, -0.180112, -1.852677)
C (-0.531819, 0.238732, -2.648999)
C (0.083104, 1.438489, -2.440350)
C (-0.359021, 2.196800, -1.378720)
S (0.440717, 3.777044, -1.009172)
O (1.065382, 4.241932, -2.199967)
O (-0.468635, 4.697096, -0.418864)
C (1.726238, 3.318189, 0.278814)
F (1.883531, 1.964899, 0.195319)
F (2.882062, 3.877071, 0.035435)
F (1.261868, 3.574427, 1.481411)
C (-1.388257, 1.779207, -0.573925)
C (-1.986309, 0.564553, -0.835907)
P (-3.386507, 0.091334, 0.285315)
O (-2.874161, -0.320392, 1.578377)
O (-4.341364, -1.015601, -0.332143)
O (-4.248127, 1.440422, 0.431199)
H (-2.773640, -2.972997, -0.075039)
H (-1.250478, -2.146895, 0.478834)
H (-1.196877, -3.848892, 0.010637)
H (-0.244552, -3.015083, -3.360853)
H (0.685655, -2.723556, -1.862296)
H (-0.238353, -4.209455, -2.055615)
H (-0.198000, -0.361835, -3.485294)
H (0.886297, 1.782895, -3.083774)
H (-1.735040, 2.373983, 0.268293)
H (-4.687829, -0.731640, -1.194138)
H (-4.001249, 2.100078, -0.233233)
N (3.201664, 0.063275, 2.278353)
C (2.507824, -1.106693, 2.118248)
C (2.749014, -1.893185, 3.212558)
C (3.619001, -1.168268, 4.069412)
C (3.877788, 0.033821, 3.467548)
H (3.212792, 0.822152, 1.625341)
H (1.905648, -1.277061, 1.240799)
H (2.346864, -2.878306, 3.382133)
H (4.009133, -1.493002, 5.019257)
H (4.482901, 0.867475, 3.780991)

Atoms 1-3, force components in eV/Å:
0.66 -0.45 -0.80
-0.35 -0.39 0.78
-0.22 -0.33 -0.63

=====

3.
A cluster of 3 separate species, C13H16F9N3O2PS in total in a non-equilibrium geometry. Source: OMol25; level of theory: ωB97M-V with the def2-TZVPD basis set.

F_max: 10.3 eV/A
Charge: +1
2S+1: 1
HOMO energy: -11.52 eV
Frontier orbital gap: 6.341 eV
Lowest unoccupied orbital energy: -0.19029 Eh

Atoms and positions in Å:
C (-0.271536, 0.451827, 2.483457)
C (0.024636, -0.211318, 1.254330)
P (0.036799, -1.162320, -0.446036)
N (1.299047, -2.420642, -0.485208)
C (2.367057, -2.091566, 0.359243)
S (3.980135, -1.607031, 0.773148)
C (0.127977, 0.121259, -1.859515)
F (-1.273119, 0.229992, -2.411574)
F (0.385517, 1.467886, -1.225792)
C (1.261904, -0.182562, -3.003254)
F (0.978823, -1.516523, -3.622620)
F (2.580314, -0.359561, -2.285908)
C (1.502982, 1.024457, -4.085778)
F (2.158746, 2.245177, -3.499443)
F (2.486583, 0.486984, -5.098853)
C (0.177926, 1.470806, -4.940713)
F (-0.476449, 2.572001, -4.173150)
F (0.608767, 2.076229, -6.255978)
F (-0.737530, 0.354906, -5.299228)
H (-0.866644, 0.947142, 3.392253)
H (-1.245131, -1.867971, -0.574203)
C (-1.567098, -3.465071, 2.109821)
O (-0.556107, -3.026206, 1.575538)
N (-2.349913, -4.489134, 1.620183)
C (-3.533764, -4.951269, 2.314147)
C (-1.978090, -5.123550, 0.373129)
H (-1.939266, -3.053944, 3.062467)
H (-3.409892, -6.010352, 2.557630)
H (-4.400006, -4.823574, 1.658713)
H (-3.695438, -4.387227, 3.236730)
H (-0.975474, -5.549704, 0.475262)
H (-1.960582, -4.368957, -0.419095)
H (-2.688852, -5.912912, 0.113847)
C (1.188417, 3.860994, 3.272850)
O (0.199426, 3.507831, 3.903195)
N (1.179466, 4.375764, 1.993718)
C (2.396159, 4.771048, 1.315437)
C (-0.085268, 4.526573, 1.305545)
H (2.200839, 3.788998, 3.702837)
H (2.331732, 5.833707, 1.064660)
H (2.497041, 4.182494, 0.399084)
H (3.272296, 4.603790, 1.947774)
H (-0.731218, 5.189990, 1.888560)
H (-0.566738, 3.547159, 1.226344)
H (0.065527, 4.944381, 0.306447)

Atoms 1-3, force components in eV/Å:
0.58 -4.75 -9.15
-2.72 4.30 7.26
0.82 -1.10 4.31

=====

> Look up the F_max of the third one.

10.3 eV/A

=====

> Among the records above, which one has the lowest HOMO energy?

C13H16F9N3O2PS

=====

> Number 1 is which compound?

C13H16F2

=====

Copy entry 2 word for word.
A cluster of 2 separate species, C13H16F3N3O5PS in total in a non-equilibrium geometry. Source: OMol25; level of theory: ωB97M-V with the def2-TZVPD basis set.

F_max: 2.1 eV/A
Charge: +1
2S+1: 1
HOMO energy: -10.45 eV
Frontier orbital gap: 5.008 eV
Lowest unoccupied orbital energy: -0.20013 Eh

Atoms and positions in Å:
C (-1.692080, -2.897989, -0.201595)
C (-1.369991, -2.436308, -1.591202)
C (-0.253884, -3.136893, -2.274988)
N (-2.075208, -1.429710, -2.129525)
N (-1.526099, -0.180112, -1.852677)
C (-0.531819, 0.238732, -2.648999)
C (0.083104, 1.438489, -2.440350)
C (-0.359021, 2.196800, -1.378720)
S (0.440717, 3.777044, -1.009172)
O (1.065382, 4.241932, -2.199967)
O (-0.468635, 4.697096, -0.418864)
C (1.726238, 3.318189, 0.278814)
F (1.883531, 1.964899, 0.195319)
F (2.882062, 3.877071, 0.035435)
F (1.261868, 3.574427, 1.481411)
C (-1.388257, 1.779207, -0.573925)
C (-1.986309, 0.564553, -0.835907)
P (-3.386507, 0.091334, 0.285315)
O (-2.874161, -0.320392, 1.578377)
O (-4.341364, -1.015601, -0.332143)
O (-4.248127, 1.440422, 0.431199)
H (-2.773640, -2.972997, -0.075039)
H (-1.250478, -2.146895, 0.478834)
H (-1.196877, -3.848892, 0.010637)
H (-0.244552, -3.015083, -3.360853)
H (0.685655, -2.723556, -1.862296)
H (-0.238353, -4.209455, -2.055615)
H (-0.198000, -0.361835, -3.485294)
H (0.886297, 1.782895, -3.083774)
H (-1.735040, 2.373983, 0.268293)
H (-4.687829, -0.731640, -1.194138)
H (-4.001249, 2.100078, -0.233233)
N (3.201664, 0.063275, 2.278353)
C (2.507824, -1.106693, 2.118248)
C (2.749014, -1.893185, 3.212558)
C (3.619001, -1.168268, 4.069412)
C (3.877788, 0.033821, 3.467548)
H (3.212792, 0.822152, 1.625341)
H (1.905648, -1.277061, 1.240799)
H (2.346864, -2.878306, 3.382133)
H (4.009133, -1.493002, 5.019257)
H (4.482901, 0.867475, 3.780991)

Atoms 1-3, force components in eV/Å:
0.66 -0.45 -0.80
-0.35 -0.39 0.78
-0.22 -0.33 -0.63